[1]
One molecule with the formula C11H8ClN3O, computed with the ωB97M-V functional and the def2-TZVPD basis.

Summary:
highest occupied orbital energy = -9.17 eV
SMILES = O=C(Nc1cccnc1)c1cccnc1Cl
E = -1123.69391 Eh
gap between HOMO and LUMO = 9.568 eV

Geometry as XYZ:
```
24
Properties=species:S:1:pos:R:3:forces:R:3:lowdin_charge:R:1
O 1.6364 -2.7645 -0.8739 0.0 -0.1 -0.1 0.088
C 1.1004 -1.7203 -0.5826 0.0 -0.1 0.1 -0.470
N 1.8085 -0.7082 -0.0009 0.6 -0.1 0.1 0.144
C 1.4102 0.5807 0.3532 -0.2 0.6 0.3 -0.223
C 2.0067 1.1983 1.4528 -0.2 -0.1 -0.2 -0.011
C 1.6089 2.4743 1.8065 0.0 0.0 -0.1 -0.061
C 0.6302 3.0948 1.0435 0.1 0.1 0.3 -0.155
N 0.0845 2.5300 -0.0191 -0.3 0.3 -0.2 0.072
C 0.4637 1.3168 -0.3645 0.3 -0.3 -0.1 -0.084
C -0.3694 -1.4973 -0.7413 -0.4 -0.3 -0.2 -0.183
C -1.1897 -1.3382 0.3693 0.0 0.0 -0.3 -0.009
C -2.5605 -1.2319 0.1933 0.1 0.0 0.0 -0.042
C -3.0622 -1.3008 -1.0966 -0.1 0.1 0.3 -0.127
N -2.2939 -1.4493 -2.1615 0.2 0.0 -0.5 0.063
C -0.9945 -1.5464 -1.9915 -0.1 0.0 0.6 -0.692
Cl -0.0461 -1.6917 -3.4140 0.2 0.0 -0.3 0.750
H 2.7593 -0.9638 0.2429 -0.2 -0.1 -0.1 0.162
H 2.7686 0.6779 2.0165 0.0 -0.1 0.1 0.115
H 2.0504 2.9747 2.6540 0.0 0.1 0.1 0.102
H 0.2762 4.0885 1.2795 0.0 0.1 0.1 0.103
H 0.0083 0.9230 -1.2617 0.0 -0.1 -0.1 0.115
H -0.7551 -1.3062 1.3582 0.0 0.0 0.1 0.129
H -3.2192 -1.1059 1.0370 -0.1 0.0 0.1 0.104
H -4.1220 -1.2346 -1.2990 -0.1 0.0 0.1 0.110
```
Positions in Å, forces in eV/Å.

---

[2]
A 12-piece molecular cluster, C6H35NO12 overall at a distorted geometry, computed with the ωB97M-V functional and the def2-TZVPD basis.

Summary:
highest occupied orbital energy = -9.36 eV
SMILES = CC(C)C[C@@H](N)C=O.O.O.O.O.O.O.O.O.O.O.O
E = -1207.16442 Eh
energy relative to the best compared isomer or geometry (same formula, charge and spin) = 4.9872 eV
gap between HOMO and LUMO = 9.219 eV

Geometry as XYZ:
```
54
Properties=species:S:1:pos:R:3:forces:R:3:lowdin_charge:R:1
C -1.4101 -0.8120 -0.9871 0.6 0.1 -0.5 -0.075
C -2.5220 0.1078 -0.5189 0.4 2.2 -0.9 -0.401
C -2.7379 1.4247 -1.4010 -1.6 -2.2 0.1 -0.048
C -2.3576 0.7822 0.8507 1.4 -2.4 0.4 -0.129
C -1.8649 -0.3131 1.8599 -1.0 0.4 2.1 -0.380
N -2.0078 0.2053 3.1799 0.5 2.3 0.9 0.038
C -2.6566 -1.5911 1.9052 -0.6 -1.4 -2.3 -0.252
O -3.4784 -2.0008 2.6860 0.6 0.8 0.2 0.079
H -0.9685 -1.3685 -0.1395 0.3 0.4 -0.9 0.054
H -1.8166 -1.5219 -1.6892 -0.6 -0.7 0.1 0.082
H -0.7004 -0.3522 -1.6941 0.3 0.4 1.1 0.076
H -3.3625 -0.5565 -0.4862 -1.1 0.2 -0.1 0.116
H -3.8074 1.5892 -1.1557 0.7 1.1 0.2 0.078
H -2.8592 1.2608 -2.4909 1.0 0.1 0.4 0.076
H -1.9949 2.1640 -1.0327 -0.8 -0.2 -0.9 0.088
H -3.3307 1.2279 1.2136 1.2 -0.2 -0.4 0.156
H -1.4750 1.4711 0.7961 -1.3 -0.1 0.1 0.104
H -0.7890 -0.6006 1.7559 -0.8 0.4 -0.4 0.122
H -1.4432 -0.2260 3.8829 -0.3 -0.1 0.4 0.085
H -2.9297 0.5411 3.4679 0.6 -0.7 -0.1 0.106
H -2.4505 -2.2209 1.0129 0.0 -0.4 0.0 0.107
O -1.0722 3.2397 2.4015 1.2 -1.8 0.7 -0.103
H -1.7425 2.5425 2.4592 -0.5 0.5 0.0 -0.007
H -0.3206 2.6192 2.6934 -1.2 1.8 0.3 0.036
O 1.6148 -1.0371 -1.0260 0.4 -1.1 -1.2 -0.112
H 1.0449 -1.4769 -1.7332 1.1 0.6 1.3 0.061
H 2.4072 -1.6427 -0.9279 -1.4 0.6 -0.3 0.063
O 1.5379 -0.9448 2.0315 -0.6 -0.2 -0.5 -0.058
H 1.6608 -1.3956 1.1584 0.4 0.7 0.9 0.036
H 2.3646 -0.7560 2.4808 0.3 -0.4 -0.3 0.070
O 2.8770 1.5015 -2.1079 -0.8 0.5 -2.2 -0.060
H 2.3667 0.7338 -1.8286 0.5 -0.1 1.1 0.005
H 3.5409 1.8312 -1.5159 0.2 -0.7 1.0 0.019
O 1.1941 3.6802 -1.2442 -0.3 0.5 0.4 -0.066
H 1.7035 3.1344 -1.8454 0.3 -0.5 -0.1 -0.014
H 1.7280 3.7350 -0.4410 -0.1 -0.1 -0.2 0.027
O 2.3970 -3.3238 0.1150 0.7 -1.5 -0.4 -0.085
H 2.6491 -4.2728 -0.0187 -0.1 1.3 0.1 0.087
H 1.5618 -3.3987 0.5999 -0.2 -0.1 0.3 -0.015
O 0.3361 -3.6444 1.8811 -0.8 0.0 -0.5 -0.033
H -0.5191 -3.5310 1.4344 0.2 -0.3 0.1 0.056
H 0.3169 -2.9511 2.5431 0.3 0.3 0.3 0.042
O 1.0276 0.6021 -4.6268 0.0 -0.8 -0.5 -0.043
H 1.7943 0.5897 -4.0444 -0.1 1.0 0.1 0.020
H 0.5209 1.4044 -4.5384 0.2 0.5 0.4 0.048
O 3.9730 1.1869 0.5515 0.1 0.3 0.5 -0.045
H 3.3608 0.5232 0.8827 -0.2 0.0 -0.2 0.006
H 3.8358 1.9178 1.1758 0.0 -0.2 -0.3 0.053
O 1.1498 1.8556 1.9646 1.2 0.8 0.5 -0.047
H 0.4473 2.3114 1.4964 0.0 -0.4 -0.8 0.011
H 1.0511 0.9076 2.0196 -0.5 -0.6 -0.5 -0.007
O 0.7620 -2.0715 -4.2670 0.5 -1.5 0.8 -0.054
H 1.4222 -1.3938 -4.1150 -0.5 0.2 -0.5 0.000
H -0.0289 -1.6868 -4.6246 -0.1 0.8 -0.2 0.025
```
Positions in Å, forces in eV/Å.

---

[3]
A 4-piece molecular cluster, C18H19F25NO10PS3 overall, computed with the ωB97M-V functional and the def2-TZVPD basis.

Summary:
highest occupied orbital energy = -9.47 eV
SMILES = CP(O)[C@@]1(S)OS(=O)(=O)O[C@]1(N)S(=O)(=O)F.FC(F)C(F)(F)COC(F)(F)C(F)F.FC(F)C(F)(F)COC(F)(F)C(F)F.FC(F)C(F)(F)COC(F)(F)C(F)F
E = -5537.00986 Eh
gap between HOMO and LUMO = 9.690 eV

Geometry as XYZ:
```
77
Properties=species:S:1:pos:R:3:forces:R:3:lowdin_charge:R:1
C -0.1093 9.5816 -0.8699 -0.2 0.2 -0.4 -0.257
P 0.1476 7.8027 -1.2104 0.1 -0.3 0.5 0.944
O 1.1128 7.8644 -2.5433 -0.1 0.4 -0.1 -0.347
C -1.5206 7.1086 -1.9481 0.6 0.0 -0.1 -0.845
S -1.1690 6.1593 -3.4323 -0.3 -0.2 0.0 0.899
O -1.9575 6.2234 -0.8887 -0.5 0.1 0.1 -0.268
S -2.8455 7.0081 0.1872 0.0 -0.3 0.0 0.584
O -2.0665 7.5133 1.2547 0.4 0.2 0.0 -0.212
O -3.9865 6.2285 0.4628 -0.2 0.0 -0.1 -0.187
O -3.1562 8.2662 -0.7722 -0.3 0.2 -0.1 -0.157
C -2.7032 8.0843 -2.1180 -0.2 0.1 -0.4 -0.594
N -2.3726 9.3007 -2.7612 0.3 -0.3 -0.2 0.125
S -4.1910 7.4011 -3.0405 0.6 -0.6 0.1 0.672
O -3.7941 7.0518 -4.3575 0.0 0.3 -0.2 -0.275
O -4.9527 6.5359 -2.2297 -0.2 0.0 0.2 -0.202
F -4.9731 8.7580 -3.1579 -0.1 0.1 0.1 -0.129
H 0.6335 9.8760 -0.1285 -0.1 -0.1 0.1 0.043
H 0.0579 10.1952 -1.7591 0.0 -0.1 0.0 0.044
H -1.1145 9.7871 -0.5068 0.1 0.0 0.2 0.039
H 1.9889 7.5568 -2.2935 0.1 -0.2 -0.1 0.052
H -0.1516 5.4783 -2.8856 0.1 0.1 0.1 -0.113
H -1.4041 9.2970 -3.0562 0.1 0.1 0.1 0.085
H -2.9236 9.4855 -3.5888 -0.2 0.1 0.2 0.095
F 1.1795 3.0250 -2.2691 0.0 0.1 -0.1 0.083
C 0.8353 2.2095 -1.2494 -0.2 0.0 0.2 -0.301
F 1.0259 2.8822 -0.0949 0.0 0.0 0.0 0.104
C 1.7131 0.9552 -1.2423 0.3 0.0 -0.1 -0.430
F 2.9926 1.2917 -0.9907 0.0 0.0 0.0 0.143
F 1.2677 0.2192 -0.1737 -0.1 0.0 0.0 0.091
C 1.6387 0.0165 -2.4537 -0.1 -0.3 -0.2 -0.045
O 2.6605 0.1375 -3.4287 0.2 0.4 0.3 0.058
C 2.5793 1.0170 -4.4696 -0.2 -0.2 -0.1 -0.549
F 1.3759 1.6113 -4.5432 0.0 0.1 0.0 0.153
F 2.7455 0.3084 -5.6101 0.0 0.0 -0.1 0.144
C 3.7144 2.0505 -4.4420 0.1 0.0 0.0 -0.285
F 3.6795 2.7652 -3.3009 0.0 0.0 0.0 0.099
F 3.5519 2.9009 -5.4797 0.0 0.0 0.0 0.100
H -0.2225 1.9467 -1.3339 0.0 0.0 0.0 0.177
H 1.7950 -0.9753 -2.0442 0.1 0.0 0.0 0.131
H 0.6459 0.0199 -2.9037 0.0 0.2 0.0 0.148
H 4.6795 1.5482 -4.5260 0.0 0.0 0.0 0.175
F -2.5599 -5.4583 -0.0290 0.0 0.0 0.0 0.103
C -1.8660 -6.6021 0.1151 0.0 -0.1 0.0 -0.306
F -2.2638 -7.1993 1.2598 0.0 0.0 0.0 0.099
C -0.3635 -6.3211 0.2162 0.1 0.2 0.1 -0.438
F -0.1078 -5.6185 1.3422 0.0 0.0 0.1 0.122
F 0.2212 -7.5466 0.3569 0.0 -0.1 0.0 0.102
C 0.3276 -5.6608 -0.9848 0.3 -0.2 -0.4 -0.036
O 0.5471 -4.2644 -0.9195 -0.2 0.1 0.5 0.055
C -0.3869 -3.3590 -1.3306 0.1 -0.2 -0.3 -0.537
F -1.4312 -3.9419 -1.9376 -0.1 0.0 0.0 0.160
F 0.2091 -2.5596 -2.2574 -0.1 -0.1 0.0 0.124
C -0.8322 -2.4360 -0.1883 0.0 0.1 0.0 -0.285
F -1.3787 -3.1593 0.8060 0.0 0.0 0.0 0.107
F -1.7650 -1.5823 -0.6665 0.0 0.0 0.0 0.104
H -2.0783 -7.2679 -0.7255 0.0 0.0 0.0 0.175
H 1.3307 -6.0842 -0.9911 0.0 0.0 0.0 0.151
H -0.1448 -5.9547 -1.9228 -0.2 0.0 0.1 0.150
H 0.0186 -1.8708 0.1954 0.0 0.0 0.0 0.162
F 0.9372 -4.6403 5.7899 0.0 0.0 0.0 0.097
C -0.2004 -4.7942 5.0837 -0.1 0.1 -0.1 -0.305
F -1.1621 -4.0459 5.6677 0.0 0.0 0.0 0.101
C -0.6526 -6.2574 5.0803 0.0 -0.2 0.3 -0.442
F -0.9786 -6.6425 6.3318 0.0 0.0 0.0 0.137
F -1.7953 -6.2726 4.3342 0.0 0.0 -0.1 0.102
C 0.2808 -7.2915 4.4362 0.0 -0.3 -0.6 -0.040
O 1.1062 -8.0619 5.2909 -0.2 0.3 0.5 0.054
C 2.3416 -7.6388 5.6876 0.0 -0.1 -0.3 -0.550
F 2.7296 -6.5220 5.0488 0.0 0.1 0.0 0.153
F 3.2249 -8.6119 5.3605 0.1 0.0 0.0 0.140
C 2.4308 -7.4743 7.2112 0.0 0.0 0.1 -0.288
F 1.5309 -6.5724 7.6428 0.0 0.0 0.0 0.104
F 3.6673 -7.0292 7.5276 0.0 0.0 0.0 0.099
H -0.0468 -4.4386 4.0612 0.0 0.0 0.0 0.168
H -0.3916 -8.0251 3.9938 0.0 0.0 0.0 0.151
H 0.8460 -6.8557 3.6116 0.0 0.2 0.1 0.137
H 2.2493 -8.4325 7.7012 0.0 0.0 0.0 0.175
```
Positions in Å, forces in eV/Å.

---

[4]
An isolated ion of composition C8H10N2O2PS and charge +1 at a distorted geometry, computed with the ωB97M-V functional and the def2-TZVPD basis.

Summary:
highest occupied orbital energy = -12.99 eV
SMILES = CCOC1=C(/P=[N+](/C)c2nccs2)O1
E = -1309.94446 Eh
energy relative to the best compared isomer or geometry (same formula, charge and spin) = 4.1839 eV
gap between HOMO and LUMO = 7.846 eV
net charge = +1

Geometry as XYZ:
```
24
Properties=species:S:1:pos:R:3:forces:R:3:lowdin_charge:R:1
C -3.3857 0.0050 -0.5467 0.9 -1.2 2.1 -0.025
C -2.8520 0.7427 0.7273 -2.3 -3.4 0.3 -0.110
O -1.4721 0.3743 0.7695 3.0 -1.4 0.4 0.057
C -1.0752 -0.8386 0.8263 -1.2 1.5 0.2 -0.396
C -0.1816 -1.8483 0.7054 1.2 -0.9 -1.0 -0.267
P 0.9897 -2.6852 -0.2672 -0.8 2.0 1.5 1.184
N 1.9250 -1.3225 -0.3600 2.5 -1.9 -1.2 -0.434
C 3.4474 -1.4757 -0.5721 -0.9 -0.2 2.6 -0.043
C 1.6104 0.0085 -0.1647 0.2 0.4 0.6 -0.788
N 1.4069 0.8045 -1.1370 -0.5 -0.9 -1.5 0.087
C 1.2142 2.0744 -0.7413 0.9 0.6 -0.3 -0.229
C 1.3929 2.2933 0.5741 -0.7 -1.0 1.5 -0.296
S 1.7727 0.7310 1.3815 -0.7 1.9 -0.4 1.076
O -1.6653 -1.9705 1.0323 -1.0 -0.3 0.1 0.148
H -4.3644 0.3441 -0.7480 -1.1 0.1 -0.5 0.074
H -2.7113 0.1931 -1.3443 0.4 0.5 -1.0 0.075
H -3.3359 -1.1257 -0.3553 -0.5 1.7 -0.3 0.110
H -3.3615 0.2343 1.6513 0.8 1.6 -1.5 0.176
H -2.8500 1.8137 0.6727 -0.2 0.3 0.3 0.128
H 3.8902 -0.9201 0.3579 -0.4 -2.0 -1.2 0.114
H 3.6776 -2.5754 -0.7610 0.1 1.7 0.5 0.100
H 3.7581 -0.7976 -1.3111 0.1 0.3 -1.7 0.059
H 1.1545 2.8073 -1.5334 -0.5 0.3 0.3 0.121
H 1.0151 3.1332 1.1437 0.7 0.1 0.1 0.077
```
Positions in Å, forces in eV/Å.